No. 1
Entry from the Open Molecules 2025 dataset: a 2-piece molecular cluster, C5H14N2O overall at a distorted geometry (the ωB97M-V functional and the def2-TZVPD basis).

Output
HOMO energy	-0.6687	Eh
LUMO energy	-8.37	eV
gap between HOMO and LUMO	9.83	eV
E	-10422.5071	eV
total charge	+2
energy above the lowest of the compared OMol25 structures with the same formula, charge and spin	0.514	eV

Last column: Mulliken charge in e.
Positions of all 22 atoms, in Å:
C -0.9870 -0.1756 -0.9433  -0.708
C 0.4074 0.3197 -0.4331  -0.719
C 1.0681 -0.6750 0.4896  0.476
C 0.7452 -0.8748 1.7559  -0.869
C 2.5610 -2.5707 0.1353  -0.124
N 2.1860 -1.3743 -0.1138  -0.025
N -1.9154 0.9644 -1.2590  -0.186
H -0.8576 -0.7660 -1.8477  0.351
H -1.3879 -0.8266 -0.1759  0.479
H 0.1753 1.2067 0.1651  0.425
H 1.0335 0.6460 -1.2617  0.388
H 0.0281 -0.2843 2.3029  0.293
H 1.2406 -1.5770 2.4145  0.263
H 2.1144 -3.2120 0.8810  0.289
H 3.4265 -2.9247 -0.4162  0.282
H 2.7719 -0.8216 -0.7295  0.348
H -1.9402 1.7409 -0.5648  0.291
H -1.6631 1.3493 -2.1729  0.403
H -2.8521 0.5556 -1.2173  0.373
H -2.4470 4.0506 0.6436  0.320
H -3.3238 2.7752 1.1077  0.311
O -2.5770 3.0922 0.5923  -0.663

No. 2
Entry from the Open Molecules 2025 dataset: C5H14N2O2 as an isolated structure at a distorted geometry (the ωB97M-V functional and the def2-TZVPD basis).

Output
HOMO energy	-0.2802	Eh
LUMO energy	0.31	eV
gap between HOMO and LUMO	7.93	eV
E	-12483.5604	eV
energy above the lowest of the compared OMol25 structures with the same formula, charge and spin	4.768	eV

Last column: Mulliken charge in e.
Positions of all 23 atoms, in Å:
C -1.2720 -1.0134 -0.1185  0.127
C 0.6353 -0.9932 -0.5047  -0.733
C -1.3301 -1.5033 1.3223  -1.069
C 0.9521 -0.9250 -1.9900  -1.239
O -1.9232 0.1011 -0.3453  -0.812
H -1.3727 1.0980 0.3999  0.436
H -1.4779 -1.7969 -0.8600  0.414
H 0.7465 -2.0275 -0.1755  0.419
H 1.3537 -0.4877 0.1423  0.446
H -0.7325 -2.4031 1.4723  0.348
H -0.9727 -0.7219 1.9959  0.217
H -2.3699 -1.7228 1.5784  0.324
H 0.2807 -1.5665 -2.5662  0.333
H 1.9740 -1.2434 -2.2246  0.329
H 0.8175 0.0727 -2.4254  0.276
N 0.0627 1.9234 1.9997  -0.542
C 0.3846 1.7554 -0.3275  -0.242
O 1.7100 1.9211 -0.2274  -0.509
N -0.4117 1.8585 0.6891  -0.007
H 2.1382 1.5713 -1.0182  0.391
H -0.1546 2.8321 2.3922  0.254
H 1.0581 1.7351 2.0590  0.248
H -0.0963 1.5361 -1.2677  0.592

No. 3
Entry from the Open Molecules 2025 dataset: a 2-piece molecular cluster, C5H14N2O2 overall at a distorted geometry (the ωB97M-V functional and the def2-TZVPD basis).

Output
HOMO energy	-0.3392	Eh
LUMO energy	0.65	eV
gap between HOMO and LUMO	9.88	eV
E	-12485.5463	eV
energy above the lowest of the compared OMol25 structures with the same formula, charge and spin	2.782	eV

Last column: Mulliken charge in e.
Positions of all 23 atoms, in Å:
C -1.6285 -2.3709 -0.0381  -1.133
C -1.1714 -1.2860 -1.0889  -0.397
N 0.3299 -1.1979 -0.8172  -0.106
C 1.0308 -0.1045 -0.5510  0.065
O 2.2700 -0.0513 -0.4505  -0.699
C 0.3826 1.3083 -0.4812  0.193
C -0.7021 1.3846 0.6582  -1.329
N 1.3650 2.4018 -0.5865  -0.560
H -2.5986 -2.0148 0.3105  0.314
H -1.9060 -3.2285 -0.6532  0.385
H -1.0460 -2.6283 0.8604  0.333
H -1.2980 -1.7121 -2.1909  0.323
H -1.7619 -0.4076 -0.7908  0.271
H 0.7586 -2.1338 -1.0163  0.316
H -0.2386 1.2848 -1.4547  0.323
H -0.3751 1.8602 1.6664  0.329
H -0.9291 0.3887 0.8934  0.358
H -1.5315 1.8963 0.3155  0.416
H 1.3133 3.1218 0.2145  0.263
H 2.2782 2.2561 -0.7430  0.280
O 1.8637 0.5220 2.3910  -0.640
H 1.5983 -0.3893 2.0565  0.314
H 1.9966 1.1002 1.4958  0.384

No. 4
Entry from the Open Molecules 2025 dataset: C5H14N2S as an isolated structure at a distorted geometry (the ωB97M-V functional and the def2-TZVPD basis).

Output
HOMO energy	-0.2934	Eh
LUMO energy	-0.39	eV
gap between HOMO and LUMO	7.60	eV
E	-19225.0879	eV
energy above the lowest of the compared OMol25 structures with the same formula, charge and spin	2.209	eV

Last column: Mulliken charge in e.
Positions of all 22 atoms, in Å:
C -1.6340 2.0051 -0.1075  -0.691
C -2.5243 0.9782 -0.8041  -0.489
S -1.6968 -0.6435 -0.9635  -0.159
N -0.2676 2.1415 -0.6093  -0.450
H -1.5779 1.6646 0.9275  0.336
H -2.0888 2.9921 -0.0333  0.375
H -2.8568 1.2512 -1.8209  0.347
H -3.4741 0.8549 -0.2679  0.328
H -0.2770 2.6910 -1.4629  0.243
H 0.0592 1.2115 -0.8586  0.167
C 2.9827 -0.9481 -0.7624  -1.174
C 1.8715 -0.9085 0.2655  0.301
C 2.1420 -1.0859 1.5591  -0.018
N 1.1593 -1.0587 2.5623  -0.491
H 3.9340 -0.7624 -0.2461  0.335
H 2.9925 -1.8699 -1.3354  0.255
H 2.8007 -0.1128 -1.4469  0.289
H 0.8642 -0.7441 -0.1036  -0.263
H 3.1730 -1.1386 1.8817  0.274
H -1.1797 -0.4656 0.7720  0.071
H 0.2231 -1.0651 2.1850  0.177
H 1.2738 -1.8111 3.2367  0.234

No. 5
Entry from the Open Molecules 2025 dataset: an isolated molecule of C5H14N2S at a distorted geometry (the ωB97M-V functional and the def2-TZVPD basis).

Output
HOMO energy	-0.3091	Eh
LUMO energy	0.97	eV
gap between HOMO and LUMO	9.38	eV
E	-19226.5918	eV
energy above the lowest of the compared OMol25 structures with the same formula, charge and spin	0.705	eV

Last column: Mulliken charge in e.
Positions of all 22 atoms, in Å:
N -1.8278 0.2032 -1.5834  -0.368
C -1.4075 1.5546 -1.6293  -0.768
N -0.3279 1.9716 -0.7559  -0.226
C 0.8726 1.1609 -0.6290  -0.921
C 1.0394 0.1396 0.5077  -0.593
C 0.1374 -1.0956 0.5630  0.123
C 0.2747 -1.8657 1.8990  -0.890
S 1.7800 -2.9131 1.9728  -0.230
H -1.8515 -0.3047 -2.4494  0.175
H -2.5519 -0.0674 -0.9455  0.216
H -1.1860 1.9470 -2.6288  0.344
H -2.2238 2.2809 -1.4683  0.386
H -0.6220 2.3790 0.1178  0.233
H 1.0341 0.6830 -1.5960  0.372
H 1.6876 1.8648 -0.4334  0.346
H 1.0301 0.6349 1.4847  0.368
H 2.0697 -0.2145 0.3958  0.247
H -0.8928 -0.7676 0.4643  0.029
H 0.4380 -1.7722 -0.2295  0.298
H -0.5166 -2.6041 1.7831  0.350
H 0.3724 -1.1988 2.7474  0.413
H 2.6719 -2.0158 2.4129  0.098

No. 6
Entry from the Open Molecules 2025 dataset: an isolated ion of composition C5H14N3 and charge +1 at a distorted geometry (the ωB97M-V functional and the def2-TZVPD basis).

Output
HOMO energy	-0.4760	Eh
LUMO energy	-2.70	eV
gap between HOMO and LUMO	10.25	eV
E	-9874.5809	eV
total charge	+1
energy above the lowest of the compared OMol25 structures with the same formula, charge and spin	2.585	eV

Last column: Mulliken charge in e.
Positions of all 22 atoms, in Å:
C 1.3333 0.9913 2.3453  -0.983
N 0.2223 0.6886 1.4475  -0.361
C 0.1171 -0.7990 1.2468  -0.611
C 0.6112 -1.2462 -0.1902  -0.630
N -0.2695 -0.5060 -1.0827  -0.062
C -1.2917 -1.2188 -1.8665  -1.239
C -0.1304 0.7441 -1.0775  0.429
N -0.8085 1.6278 -1.8014  -0.389
H 2.2008 0.4333 1.9672  0.328
H 1.6917 2.0171 2.1645  0.331
H 1.0438 0.7504 3.3758  0.348
H -0.6071 1.0602 1.8533  0.211
H -0.9792 -1.1107 1.3159  0.383
H 0.7055 -1.3493 1.8307  0.464
H 1.5730 -0.8558 -0.4688  0.341
H 0.4123 -2.2998 -0.4570  0.364
H -2.1734 -0.6345 -1.8210  0.487
H -0.8977 -1.4344 -2.7361  0.442
H -1.4052 -2.1560 -1.3968  0.397
H 0.6765 1.2414 -0.3742  0.271
H -1.3230 1.4098 -2.6539  0.221
H -0.7019 2.6462 -1.6211  0.258

No. 7
Entry from the Open Molecules 2025 dataset: a 2-piece molecular cluster, C5H14N3 overall at a distorted geometry (the ωB97M-V functional and the def2-TZVPD basis).

Output
HOMO energy	-0.4938	Eh
LUMO energy	-3.23	eV
gap between HOMO and LUMO	10.21	eV
E	-9874.3491	eV
total charge	+1
energy above the lowest of the compared OMol25 structures with the same formula, charge and spin	2.817	eV

Last column: Mulliken charge in e.
Positions of all 22 atoms, in Å:
C -2.4640 -0.2777 -1.3629  -0.144
C -1.9231 0.2063 -2.5355  -0.603
C -1.1879 -2.1528 -0.7402  -0.342
N -1.7743 -1.0669 -0.3287  -0.498
H -3.5492 -0.2160 -1.1496  0.333
H -0.8467 0.0950 -2.7752  0.232
H -2.5502 0.6634 -3.3085  0.276
H -0.5879 -2.7043 -0.0360  0.333
H -1.1923 -2.4942 -1.7815  0.320
N -0.2664 0.7643 0.9047  -0.182
C 1.1511 0.3837 0.6402  -0.530
C 2.1283 1.0640 1.5993  -0.530
N 3.4821 0.6488 1.2549  -0.612
H -0.4988 0.8270 1.8952  0.388
H -0.3752 1.7166 0.5198  0.431
H -0.9757 0.1510 0.4188  0.296
H 1.2133 -0.7095 0.6492  0.279
H 1.3490 0.7247 -0.3865  0.290
H 2.0262 2.1537 1.4353  0.376
H 1.8288 0.8576 2.6520  0.351
H 4.1574 1.3795 1.6113  0.280
H 3.6854 -0.2077 1.8341  0.255

No. 8
Entry from the Open Molecules 2025 dataset: a 2-piece molecular cluster, C5H14N3 overall at a distorted geometry (the ωB97M-V functional and the def2-TZVPD basis).

Output
HOMO energy	-0.4839	Eh
LUMO energy	-8.49	eV
gap between HOMO and LUMO	4.68	eV
E	-9870.5871	eV
total charge	+1
energy above the lowest of the compared OMol25 structures with the same formula, charge and spin	6.579	eV

Last column: Mulliken charge in e.
Positions of all 22 atoms, in Å:
C 3.1712 0.7872 -0.5717  -1.231
C 1.6673 0.6233 -0.1028  -0.281
C 1.2806 -0.8032 0.1315  -0.910
C -0.1966 -0.9287 0.6231  0.545
C -1.0499 -1.6612 -0.2265  -0.093
N -2.5115 -1.8766 0.1896  -0.439
N -0.5476 -0.1172 1.6199  -0.347
N -2.2567 2.3361 -0.1855  -0.571
H 3.7476 -0.0332 -0.2466  0.383
H 3.1033 0.6778 -1.6660  0.326
H 3.5013 1.7674 -0.3613  0.364
H 1.0110 1.1965 -0.8300  0.285
H 1.3436 -1.3994 -0.6966  0.424
H 1.9023 -1.2196 0.8408  0.394
H -0.5747 -2.5094 -0.7148  0.362
H -3.2719 -1.5723 -0.3572  0.279
H -2.5815 -2.8663 0.3342  0.281
H -1.5101 -0.2513 1.8711  0.344
H -2.4434 1.6379 0.5319  0.159
H -2.4163 1.8223 -1.0793  0.209
H 1.3761 1.1823 0.9891  0.288
H -2.7443 3.2076 -0.0929  0.228